No. 1
94
Properties=species:S:1:pos:R:3:forces:R:3:lowdin_charge:R:1 method="wB97M-V/def2-TZVPD" energy_ha=-7391.967129 multiplicity=3 homo_ev="-9.45 / -9.45" s2=2.011 lumo_energy_ev="-2.72 / -1.89"
V -24.536 5.997 -2.046 0.7 0.0 -0.1 0.9475
C -28.545 6.645 -0.867 0.6 -0.1 0.7 -0.6052
F -27.673 7.390 -0.155 -0.9 -0.9 -0.1 0.1233
F -29.705 6.456 -0.223 1.3 0.0 -0.3 0.1588
F -28.780 7.309 -1.975 -0.2 -0.1 -0.6 0.1484
S -27.722 4.910 -1.362 -1.0 -0.4 -1.5 0.7664
O -28.332 3.852 -0.559 1.6 1.9 -0.9 -0.2653
O -27.856 4.806 -2.810 0.6 0.6 2.2 -0.2944
N -25.997 5.211 -0.956 -3.9 -1.4 -0.2 -0.3960
S -25.848 4.706 0.587 4.2 1.2 1.5 0.6113
O -24.515 5.228 0.890 -1.0 -1.4 -0.5 -0.3071
O -26.862 5.077 1.495 -1.1 -0.3 -0.1 -0.2198
C -25.663 2.784 0.527 -1.1 -1.2 1.7 -0.5621
F -25.329 2.426 -0.699 -0.4 -0.1 0.1 0.1333
F -24.678 2.432 1.372 -0.3 0.6 -0.6 0.1316
F -26.766 2.055 0.983 1.7 1.7 -1.3 0.0972
C -23.659 9.954 -1.258 0.2 -0.3 -1.7 -0.5986
F -23.254 9.738 -2.539 -0.1 0.2 1.0 0.0906
F -23.125 11.075 -0.817 -0.2 -0.5 0.1 0.1731
F -24.999 10.040 -1.322 0.9 0.1 0.6 0.1267
S -23.176 8.465 -0.145 -3.5 0.3 1.9 0.7546
O -22.059 8.809 0.717 -0.9 -0.9 -2.1 -0.2340
O -24.442 8.213 0.528 1.3 -0.1 -1.1 -0.2890
N -23.062 7.123 -1.368 1.0 3.2 2.6 -0.3833
S -21.463 7.111 -1.606 3.7 -2.7 -4.3 0.6410
O -21.219 6.139 -2.698 -0.6 1.4 2.5 -0.3295
O -20.813 8.398 -1.804 -1.5 -1.1 1.0 -0.2638
C -20.699 6.277 -0.012 0.0 0.7 -0.8 -0.6764
F -21.683 5.884 0.770 0.0 -0.1 0.2 0.1486
F -19.940 5.257 -0.360 -0.3 -0.6 -0.5 0.1637
F -19.900 7.127 0.587 -0.1 0.6 0.4 0.1646
C -26.449 4.445 -5.652 0.6 1.1 0.3 -0.6700
F -26.904 5.546 -5.020 -0.6 -0.5 -0.8 0.0874
F -27.310 3.458 -5.746 -0.2 -0.1 1.3 0.1955
F -26.143 4.725 -6.888 0.5 0.6 -0.6 0.1719
S -24.906 4.010 -4.630 0.0 -2.9 -1.0 0.6960
O -25.368 3.108 -3.616 -0.2 1.3 1.2 -0.2707
O -24.051 3.312 -5.575 -0.1 1.9 0.6 -0.2613
N -24.279 5.501 -3.992 -1.0 -3.1 -1.5 -0.3966
S -23.421 6.192 -5.176 2.3 4.6 -0.5 0.6447
O -24.124 6.416 -6.415 0.2 -1.2 0.9 -0.2530
O -22.867 7.426 -4.583 -0.9 -2.2 -0.5 -0.3185
C -21.864 5.066 -5.526 0.7 0.7 -0.8 -0.6465
F -21.618 4.272 -4.516 -0.2 -0.4 0.2 0.1444
F -21.961 4.392 -6.663 -0.5 0.0 0.3 0.1496
F -20.802 5.875 -5.693 -0.8 0.2 0.4 0.1378
C -20.164 11.065 -7.166 -0.4 -0.8 0.3 -0.1061
C -20.783 9.895 -6.363 -0.5 1.2 -0.6 -0.2342
C -21.343 10.463 -5.028 0.6 -0.9 0.2 -0.1881
C -22.426 11.475 -5.074 -0.4 0.9 -0.1 -0.1956
N -23.218 12.329 -5.069 1.1 -1.5 0.0 0.1416
H -19.480 11.505 -6.440 0.1 0.6 -0.5 0.0729
H -20.942 11.740 -7.521 0.1 0.3 0.4 0.0704
H -19.631 10.760 -8.067 0.2 -0.2 0.2 0.0679
H -19.988 9.171 -6.189 -0.3 -0.1 0.4 0.1087
H -21.584 9.412 -6.925 0.0 -0.1 0.0 0.1041
H -20.487 10.858 -4.478 -0.1 0.6 0.0 0.1206
H -21.626 9.632 -4.380 -0.5 0.0 -0.1 0.0716
C -28.057 10.333 -6.209 -0.2 0.3 1.3 -0.0786
C -27.486 9.175 -5.348 -0.6 0.1 -1.9 -0.2311
C -26.595 9.672 -4.236 0.7 -1.3 0.8 -0.1257
C -26.073 8.512 -3.512 -0.6 0.1 0.4 -0.1121
N -25.777 7.620 -2.861 0.9 -0.9 0.5 0.1866
H -27.352 10.974 -6.738 0.4 -0.8 -0.5 0.0801
H -28.446 11.102 -5.537 -0.6 -0.2 0.3 0.0590
H -28.879 9.961 -6.818 0.2 0.2 -0.3 0.0759
H -27.024 8.435 -6.004 0.8 0.3 0.0 0.1111
H -28.297 8.543 -4.983 -0.3 0.5 0.6 0.1154
H -27.157 10.210 -3.472 0.1 0.5 -0.2 0.1275
H -25.669 10.176 -4.520 -0.3 0.6 -0.4 0.1377
C -21.661 -0.326 -2.978 0.1 -0.4 -1.4 -0.0944
C -22.093 1.107 -3.329 2.0 -0.4 0.9 -0.2283
C -22.733 1.638 -2.099 -1.6 -0.1 0.9 -0.1992
C -22.850 3.055 -1.953 -0.8 2.0 0.1 -0.1330
N -23.025 4.179 -1.758 -0.7 -0.4 -0.2 0.1908
H -21.023 -0.424 -2.100 -0.1 0.5 0.1 0.0793
H -21.053 -0.691 -3.806 -0.1 -0.3 0.0 0.0740
H -22.493 -1.021 -2.859 -0.1 0.1 0.0 0.0796
H -22.758 1.232 -4.182 0.2 -0.2 0.0 0.1175
H -21.173 1.681 -3.456 0.0 0.0 -0.6 0.1163
H -22.353 1.351 -1.116 0.5 -0.6 -0.2 0.1460
H -23.741 1.220 -2.147 -0.3 0.4 0.5 0.1326
F -27.789 12.749 -3.517 0.7 -0.3 0.3 0.0366
C -26.973 12.856 -2.429 -0.5 0.5 1.6 -0.2824
C -27.576 12.755 -1.163 -0.8 0.8 -1.1 -0.0328
C -26.906 13.164 -0.040 2.7 -0.1 0.3 -0.0705
C -25.502 13.478 -0.125 -1.5 -0.4 -1.3 -0.0613
C -24.884 13.460 -1.394 -0.8 -0.1 1.7 -0.0869
C -25.649 13.207 -2.527 0.1 -0.3 -1.2 -0.0369
H -28.647 12.605 -1.147 -0.1 -0.3 0.1 0.1137
H -27.330 13.177 0.953 -0.4 0.0 -0.1 0.1009
H -24.967 13.749 0.774 0.1 -0.1 0.0 0.0963
H -23.815 13.614 -1.430 0.0 0.2 -0.4 0.1034
H -25.237 13.265 -3.526 0.3 0.1 0.0 0.0922

=====

No. 2
59
Properties=species:S:1:pos:R:3:forces:R:3:lowdin_charge:R:1 method="wB97M-V/def2-TZVPD" energy_ha=-1529.536309 smiles="O=C(NCc1cccnc1)C(=O)NC[C@@H](c1ccco1)N1CCN(c2ccccc2F)CC1" homo_ev=-7.63 lumo_energy_ev=0.69
O -2.937 1.828 1.708 -0.1 -0.1 0.0 0.0680
C -1.888 2.442 1.630 0.1 0.0 0.2 -0.4189
N -1.031 2.682 2.631 0.2 0.4 0.0 0.0941
C -1.107 2.024 3.919 -0.1 -0.2 -0.1 -0.1162
C -0.366 0.712 3.854 0.0 -0.1 0.1 -0.1999
C -1.032 -0.476 3.572 0.1 0.0 0.1 -0.0261
C -0.298 -1.642 3.435 0.0 0.1 0.0 -0.0584
C 1.081 -1.573 3.571 -0.2 -0.3 0.0 -0.1515
N 1.724 -0.450 3.837 0.6 0.0 0.0 0.0735
C 1.019 0.658 3.974 -0.4 0.2 0.0 -0.1134
C -1.355 2.980 0.299 -0.2 0.1 -0.3 -0.4179
O -0.284 3.562 0.234 0.2 0.0 0.0 0.0614
N -2.160 2.691 -0.730 -0.4 0.1 0.1 0.0927
C -1.695 2.670 -2.091 0.2 0.0 -0.1 -0.0970
C -1.538 1.206 -2.570 0.0 -0.1 0.1 -0.2182
C -0.741 1.123 -3.837 0.4 0.5 0.3 -0.2349
C 0.468 1.639 -4.205 -0.6 -0.1 0.2 -0.0217
C 0.723 1.159 -5.513 -0.3 -0.4 -0.3 -0.0554
C -0.345 0.387 -5.842 0.7 0.2 -0.3 -0.1186
O -1.235 0.356 -4.836 -0.4 -0.2 0.1 0.0490
N -1.022 0.397 -1.474 -0.1 -0.1 -0.2 -0.1219
C 0.374 0.584 -1.120 0.1 0.0 0.3 -0.1359
C 0.578 -0.031 0.268 0.2 0.4 -0.1 -0.1218
N 0.236 -1.433 0.288 -0.1 0.2 -0.1 -0.0809
C 1.165 -2.448 0.267 0.3 -0.2 0.1 -0.1757
C 0.803 -3.738 0.686 0.0 0.1 0.0 -0.0394
C 1.709 -4.776 0.748 0.0 -0.1 0.0 -0.0981
C 3.035 -4.577 0.405 0.0 0.0 0.0 -0.0989
C 3.430 -3.322 -0.017 -0.1 0.0 0.0 -0.0181
C 2.512 -2.294 -0.092 0.1 0.0 0.0 -0.1936
F 2.977 -1.108 -0.571 -0.2 -0.1 0.0 0.0451
C -1.121 -1.635 -0.163 -0.2 -0.1 -0.4 -0.1285
C -1.319 -1.016 -1.555 -0.1 -0.2 0.2 -0.1416
H -0.169 3.140 2.358 -0.1 0.0 -0.1 0.1428
H -0.676 2.682 4.677 -0.1 0.0 -0.1 0.1273
H -2.164 1.851 4.133 0.2 0.1 0.1 0.1263
H -2.107 -0.477 3.458 -0.1 0.0 0.0 0.1172
H -0.782 -2.582 3.223 0.0 -0.1 -0.1 0.1025
H 1.700 -2.453 3.458 0.0 -0.1 0.0 0.1073
H 1.592 1.551 4.194 0.0 0.2 0.0 0.1150
H -2.966 2.124 -0.492 0.2 0.0 0.1 0.1443
H -2.399 3.193 -2.743 0.2 0.0 0.0 0.1331
H -0.739 3.195 -2.111 -0.1 0.0 -0.1 0.1194
H -2.538 0.811 -2.790 0.1 0.0 0.0 0.1533
H 1.101 2.279 -3.626 0.1 0.2 0.2 0.1132
H 1.584 1.364 -6.116 0.1 0.0 -0.2 0.1006
H -0.583 -0.173 -6.725 -0.1 -0.1 -0.1 0.1185
H 1.052 0.103 -1.842 0.0 0.0 0.0 0.1261
H 0.607 1.646 -1.075 0.0 0.1 0.0 0.1142
H -0.107 0.472 0.963 0.1 0.0 0.0 0.1092
H 1.593 0.126 0.623 -0.1 0.0 0.0 0.1273
H -0.217 -3.920 0.989 -0.1 0.0 0.0 0.1013
H 1.376 -5.749 1.080 0.0 -0.1 0.0 0.1017
H 3.749 -5.384 0.459 0.1 -0.1 0.0 0.0993
H 4.449 -3.121 -0.312 0.1 0.1 0.0 0.1178
H -1.800 -1.138 0.539 -0.1 -0.1 0.0 0.1249
H -1.359 -2.696 -0.207 0.0 0.0 0.1 0.1133
H -0.668 -1.538 -2.280 -0.1 0.0 0.0 0.1361
H -2.358 -1.152 -1.864 0.0 0.0 0.0 0.1267

=====

We obtain ΔE to the lowest compared entry with this formula, charge and spin values of 0.0, 2.0 kcal per mole for the records listed above, in that order.
We obtain maximum force values of 6.2, 0.8 eV Å⁻¹ for the records listed above, in that order.